Entry 1:
{
  "formula": "C17H39MgN3O8S5",
  "method": "ωB97M-V with the def2-TZVPD basis set",
  "elements": ["Mg", "C", "O", "O", "O", "C", "C", "N", "H", "H", "H", "C", "C", "N", "H", "H", "H", "C", "C", "N", "H", "H", "H", "C", "S", "O", "C", "H", "H", "H", "H", "H", "H", "C", "S", "O", "C", "H", "H", "H", "H", "H", "H", "C", "S", "O", "C", "H", "H", "H", "H", "H", "H", "C", "S", "O", "C", "H", "H", "H", "H", "H", "H", "C", "S", "O", "C", "H", "H", "H", "H", "H", "H"],
  "xyz": [[-39.0815, 0.7914, -0.6706], [-40.2861, 0.9815, 1.0350], [-39.5406, -0.1750, 1.0740], [-41.0141, 0.9797, -0.0624], [-39.4100, 1.9768, 1.1143], [-43.4905, -0.6999, -1.2597], [-44.3846, -0.2666, -0.1758], [-45.0963, 0.0680, 0.6551], [-43.7920, -0.1298, -2.1359], [-43.7135, -1.7537, -1.4260], [-42.4743, -0.5446, -0.8928], [-40.2236, 5.5926, 1.4237], [-40.6866, 5.3423, 2.7996], [-41.0250, 5.1616, 3.8841], [-41.0896, 5.3840, 0.8051], [-39.4688, 4.8145, 1.2934], [-39.8117, 6.5917, 1.3320], [-37.3203, -2.0271, 3.2515], [-36.2371, -1.9754, 2.2950], [-35.4499, -1.9636, 1.4735], [-38.1983, -1.5077, 2.8890], [-37.0034, -1.7349, 4.2527], [-37.5654, -3.0920, 3.3621], [-44.4876, 4.1023, 4.8835], [-45.0942, 2.4240, 5.1436], [-46.5354, 2.6383, 5.4522], [-45.0790, 1.8614, 3.4334], [-44.2440, 4.6332, 5.7971], [-45.1512, 4.6061, 4.1840], [-43.5350, 4.0172, 4.3444], [-45.2913, 0.7936, 3.4964], [-44.0763, 1.9011, 3.0013], [-45.8321, 2.3990, 2.8656], [-41.9825, 2.1601, 7.4388], [-40.6391, 2.6448, 6.3590], [-39.5070, 1.7188, 6.6896], [-41.2205, 2.0623, 4.7731], [-41.5962, 2.3425, 8.4440], [-42.2492, 1.1041, 7.4549], [-42.8025, 2.8422, 7.2171], [-40.5081, 2.3774, 4.0131], [-42.1672, 2.5147, 4.4802], [-41.3472, 0.9932, 4.7251], [-40.4776, 4.4364, -1.6362], [-39.6999, 3.3101, -2.8200], [-39.0783, 2.1624, -2.0791], [-41.2654, 2.6740, -3.4202], [-41.1729, 3.8192, -1.0593], [-41.0839, 5.1263, -2.2267], [-39.7623, 4.9353, -1.0029], [-41.7897, 2.1500, -2.6215], [-41.1034, 1.9633, -4.2316], [-41.8124, 3.5150, -3.8502], [-40.0384, -2.3057, -3.8140], [-39.9524, -1.7383, -2.0777], [-39.3809, -0.3515, -2.1666], [-38.6516, -2.7826, -1.4171], [-39.8789, -3.3808, -3.7972], [-39.2003, -1.7696, -4.2507], [-41.0394, -2.0805, -4.1576], [-37.6773, -2.4375, -1.7681], [-38.7693, -3.8112, -1.7514], [-38.7228, -2.6478, -0.3395], [-34.5393, 1.4244, -0.5335], [-36.2297, 1.9614, -0.2635], [-37.1601, 0.8832, -0.7186], [-36.2069, 1.8401, 1.5148], [-33.8872, 2.2332, -0.2031], [-34.3608, 1.2431, -1.5884], [-34.3811, 0.5509, 0.0984], [-35.6784, 0.9083, 1.7540], [-37.1948, 1.7704, 1.9599], [-35.5878, 2.5909, 2.0106]],
  "atomic_forces_ev_per_a": [[-0.04, 0.56, 0.58], [6.53, -1.37, -5.85], [-1.98, -0.68, 2.13], [-2.73, 0.79, 1.87], [-2.35, 1.39, 2.04], [-0.86, -0.07, 0.87], [0.33, -0.14, -0.41], [-0.28, 0.15, 0.36], [0.49, 0.03, -0.16], [0.24, -0.04, -0.15], [0.13, 0.18, -0.42], [-0.23, -0.95, 1.33], [0.05, 0.48, 0.34], [-0.02, 0.01, -0.37], [0.17, 0.25, -0.40], [0.05, 0.08, -0.52], [-0.11, 0.05, -0.15], [0.02, -1.15, 0.58], [-0.93, 0.24, 0.56], [1.12, 0.11, -0.94], [-0.11, 0.41, -0.05], [-0.05, 0.44, -0.19], [-0.17, 0.16, -0.10], [1.29, -0.50, -1.15], [-0.45, 0.80, -0.09], [-0.21, -0.41, 0.35], [0.66, -0.49, 0.35], [-0.55, 0.00, 0.19], [-0.36, 0.18, 0.42], [-0.02, 0.05, 0.12], [-0.39, 0.12, -0.13], [-0.08, 0.34, -0.05], [0.02, 0.01, -0.05], [0.07, 0.18, 0.36], [0.68, -0.82, 0.04], [-0.03, 0.33, 0.02], [-0.60, 0.37, -0.65], [-0.03, 0.36, -0.07], [-0.07, 0.01, -0.66], [-0.26, -0.25, 0.17], [0.25, -0.03, 0.15], [0.00, 0.16, 0.27], [0.18, -0.48, 0.36], [-0.69, -0.75, -0.32], [-0.19, -0.33, 0.26], [0.05, 1.40, -0.53], [-0.08, -0.13, -0.60], [0.28, 0.02, 0.27], [0.29, 0.21, 0.02], [0.28, 0.02, -0.11], [0.00, 0.27, 0.21], [0.34, 0.04, 0.07], [-0.19, -0.06, 0.23], [0.60, 0.01, 1.47], [-0.79, -0.89, 0.06], [0.09, -0.81, -0.90], [0.33, 0.26, -0.35], [0.00, -0.04, -0.21], [-0.24, -0.04, -0.62], [0.11, 0.28, -0.38], [-0.08, 0.21, -0.01], [-0.30, -0.06, 0.29], [0.06, -0.20, 0.04], [-0.17, -0.18, 0.38], [-0.13, 1.28, 0.34], [0.99, -0.84, -0.10], [1.07, -0.94, 0.92], [-0.09, 0.08, 0.04], [-0.15, -0.13, -0.04], [0.16, -0.20, -0.31], [-0.29, -0.12, -0.14], [-0.39, 0.32, -0.45], [-0.26, 0.44, -0.42]],
  "mulliken_charge": [0.919, 0.719, -0.712, -0.715, -0.627, -0.165, 0.251, -0.430, 0.257, 0.357, -0.216, -0.290, 0.180, -0.426, 0.166, 0.010, 0.414, -0.753, 0.501, -0.497, 0.104, 0.360, 0.325, -0.571, 0.595, -0.703, -0.782, 0.317, 0.435, -0.100, 0.345, 0.130, 0.398, -0.832, 0.495, -0.671, -0.363, 0.367, 0.301, 0.191, -0.018, -0.149, 0.577, -0.935, 0.260, -0.310, -0.770, 0.222, 0.480, 0.340, 0.053, 0.353, 0.428, -1.090, 0.620, -0.486, -1.062, 0.446, 0.289, 0.320, 0.338, 0.498, 0.193, -1.024, 0.419, -0.352, -0.725, 0.399, 0.368, 0.289, 0.177, 0.112, 0.455],
  "e_lumo_ev": -0.060,
  "total_energy_ev": -98729.5749,
  "orbital_gap_ev": 7.43,
  "homo_ev": -7.49
}


Entry 2:
{
  "formula": "C19H22BrF6N5O3PPb",
  "method": "ωB97M-V with the def2-TZVPD basis set",
  "elements": ["Pb", "C", "C", "N", "C", "C", "C", "C", "C", "C", "C", "N", "C", "C", "N", "N", "H", "H", "H", "H", "H", "H", "H", "H", "H", "H", "H", "H", "H", "H", "H", "H", "H", "H", "Br", "C", "C", "C", "C", "C", "C", "C", "O", "O", "H", "H", "H", "H", "F", "P", "F", "F", "F", "F", "F", "O", "C", "N"],
  "xyz": [[0.6609, -0.0820, 0.6644], [-0.8975, -0.6662, 3.3953], [-1.1909, -1.8637, 2.5017], [-1.1997, -1.4925, 1.0736], [-2.4687, -0.9260, 0.6056], [-2.5033, 0.5803, 0.7019], [-3.6929, 1.2865, 0.7066], [-3.6425, 2.6700, 0.7729], [-2.4141, 3.3088, 0.8539], [-1.2654, 2.5385, 0.8515], [0.1077, 3.1695, 0.9366], [1.1480, 2.2010, 1.2807], [1.5374, 2.1394, 2.7036], [0.5244, 1.3497, 3.5190], [0.3790, -0.0370, 3.0254], [-1.3327, 1.2101, 0.7670], [-1.6766, 0.0917, 3.3035], [-0.8818, -0.9971, 4.4357], [-0.4443, -2.6429, 2.6398], [-2.1624, -2.2766, 2.7796], [-0.9400, -2.3097, 0.5200], [-2.6084, -1.2015, -0.4396], [-3.2954, -1.3434, 1.1835], [-4.6370, 0.7608, 0.6654], [-4.5568, 3.2480, 0.7772], [-2.3472, 4.3851, 0.9299], [0.3460, 3.6077, -0.0344], [0.0787, 3.9878, 1.6614], [1.9816, 2.3561, 0.7247], [2.5148, 1.6605, 2.7464], [1.6301, 3.1441, 3.1237], [0.8238, 1.3533, 4.5690], [-0.4598, 1.8186, 3.4622], [1.1580, -0.6132, 3.3433], [3.9629, -0.6351, -5.6262], [2.1904, -0.5057, -5.2594], [1.2466, -0.6952, -6.3073], [-0.0863, -0.6159, -6.0138], [-0.4953, -0.3670, -4.6911], [0.4390, -0.1548, -3.6558], [1.7770, -0.2234, -3.9266], [-0.0686, 0.0130, -2.2457], [-1.2019, -0.3189, -1.9711], [0.8019, 0.5014, -1.4212], [1.5972, -0.9041, -7.3082], [-0.8269, -0.7597, -6.7872], [-1.5475, -0.3476, -4.4400], [2.5124, -0.0899, -3.1457], [0.9008, -2.1463, -0.7129], [1.5077, -3.5184, 0.1247], [2.9622, -2.9437, -0.1261], [1.3838, -2.4899, 1.4802], [1.5014, -4.3255, -1.2210], [2.0080, -4.6823, 1.0408], [-0.0478, -3.8994, 0.3999], [4.7439, -0.8834, -0.0441], [3.7296, -0.4818, 0.3313], [2.7366, 0.0578, 0.7757]],
  "atomic_forces_ev_per_a": [[-0.52, -0.18, -0.01], [-0.05, -0.09, 0.00], [-0.01, -0.08, 0.17], [0.24, 0.12, -0.12], [-0.08, 0.05, -0.14], [-0.01, -0.01, 0.01], [0.03, -0.04, 0.00], [0.01, 0.01, 0.00], [0.00, -0.04, 0.01], [-0.04, 0.03, 0.03], [0.01, 0.02, 0.01], [-0.02, 0.08, -0.01], [-0.02, 0.01, 0.01], [0.00, 0.05, 0.05], [0.28, 0.03, -0.14], [0.06, 0.08, -0.03], [0.00, -0.02, 0.00], [0.01, 0.02, -0.02], [-0.06, 0.06, 0.00], [0.01, 0.00, -0.04], [-0.12, -0.09, 0.04], [0.02, 0.01, 0.06], [0.01, 0.00, 0.01], [-0.01, -0.01, -0.01], [-0.01, 0.00, 0.00], [0.01, 0.03, 0.00], [0.00, -0.01, 0.01], [0.00, 0.00, -0.03], [0.02, -0.01, -0.01], [0.00, 0.01, 0.02], [-0.01, -0.03, 0.00], [-0.01, -0.02, -0.02], [0.02, 0.00, 0.00], [-0.01, 0.03, 0.08], [0.03, -0.01, 0.00], [-0.01, 0.00, -0.02], [-0.10, 0.01, 0.02], [0.09, -0.01, -0.04], [0.01, -0.01, -0.01], [0.11, -0.10, -0.04], [-0.09, 0.02, 0.05], [0.01, 0.14, -0.16], [-0.19, -0.13, 0.05], [0.21, 0.05, 0.17], [0.01, 0.00, -0.01], [-0.01, -0.01, -0.02], [-0.03, 0.01, 0.01], [0.02, 0.00, 0.01], [-0.01, 0.13, -0.13], [0.01, -0.11, 0.19], [-0.06, -0.08, 0.01], [0.16, 0.02, -0.08], [0.03, 0.03, 0.05], [-0.02, 0.07, -0.11], [-0.04, -0.03, -0.01], [0.26, -0.06, -0.17], [-0.14, 0.00, 0.02], [-0.02, 0.07, 0.30]],
  "mulliken_charge": [2.200, -0.778, -0.974, -0.056, -1.980, 1.050, -0.974, -0.586, -1.047, 0.540, -1.320, -0.300, -1.066, -0.637, -0.292, 0.708, 0.345, 0.555, 0.342, 0.539, 0.483, 0.554, 0.601, 0.583, 0.464, 0.583, 0.458, 0.470, 0.411, 0.368, 0.506, 0.554, 0.338, 0.427, 0.119, -0.031, -0.345, -0.730, -0.170, 0.218, -0.125, 0.797, -0.556, -0.834, 0.466, 0.452, 0.492, 0.588, -0.411, 1.462, -0.342, -0.379, -0.336, -0.313, -0.466, -0.445, 0.654, -0.835],
  "multiplicity": 2,
  "e_lumo_ev": [-7.247, -9.909],
  "total_energy_ev": -134527.6965,
  "orbital_gap_ev": [8.43, 5.77],
  "total_charge": 2,
  "homo_ev": [-15.68, -15.68]
}


Entry 3:
{
  "formula": "C16H20N3O4S3W",
  "method": "ωB97M-V with the def2-TZVPD basis set",
  "elements": ["W", "C", "O", "C", "C", "O", "C", "C", "O", "C", "H", "H", "H", "H", "H", "H", "H", "H", "H", "H", "H", "H", "H", "H", "O", "N", "C", "C", "C", "C", "C", "S", "H", "H", "H", "H", "S", "C", "S", "C", "C", "N", "C", "N", "C", "H", "H"],
  "xyz": [[0.2024, -1.0587, -0.3082], [-1.0981, -2.5440, 2.2321], [-1.2977, -1.3849, 1.3679], [-1.7961, -0.3032, 2.1968], [-1.9678, 0.9323, 1.3651], [-0.7438, 1.2514, 0.7362], [-0.0728, 2.4432, 1.1618], [0.8550, 2.2421, 2.3346], [1.9193, 1.4220, 1.9349], [2.8840, 1.2543, 2.9591], [-2.0520, -2.7854, 2.6978], [-0.7574, -3.3738, 1.6294], [-0.3534, -2.2870, 2.9864], [-2.7504, -0.6187, 2.6224], [-1.0704, -0.1443, 2.9974], [-2.7049, 0.7466, 0.5823], [-2.3386, 1.7412, 2.0000], [0.5066, 2.7872, 0.3043], [-0.8164, 3.2057, 1.4072], [1.2181, 3.2287, 2.6543], [0.3210, 1.8020, 3.1903], [3.3206, 2.2152, 3.2472], [2.4421, 0.7860, 3.8455], [3.6655, 0.6092, 2.5663], [-1.2112, 0.0965, -1.2264], [-0.9754, 1.2699, -1.8198], [-2.0321, 1.9454, -2.3221], [-1.8253, 3.1328, -2.9642], [-0.5189, 3.6159, -3.0967], [0.5348, 2.9002, -2.5805], [0.2978, 1.6940, -1.9158], [1.5213, 0.7454, -1.1588], [-2.9891, 1.4664, -2.1824], [-2.6707, 3.6700, -3.3666], [-0.3364, 4.5492, -3.6110], [1.5552, 3.2428, -2.6735], [1.8161, -1.5537, 0.9381], [0.4132, -3.4049, -1.8211], [-1.0542, -3.0317, -0.9705], [0.9237, -4.6283, -2.0568], [0.2210, -5.8043, -1.6421], [-0.3659, -6.7172, -1.2650], [2.1994, -4.7498, -2.6968], [3.2375, -4.8283, -3.1830], [1.0404, -2.0923, -2.0439], [0.5818, -1.5994, -2.9049], [2.1223, -2.0862, -2.1469]],
  "atomic_forces_ev_per_a": [[-0.41, 0.23, 0.14], [-0.04, 0.04, -0.01], [-0.07, -0.12, 0.03], [0.12, 0.03, -0.05], [-0.23, -0.07, 0.06], [0.53, 0.60, 1.06], [-0.03, 0.12, 0.27], [0.00, 0.05, 0.04], [0.00, 0.07, 0.09], [0.01, -0.01, 0.03], [0.00, 0.00, -0.01], [0.01, -0.02, -0.09], [0.01, -0.01, -0.01], [0.02, -0.04, -0.01], [-0.01, 0.03, 0.03], [-0.04, 0.02, 0.00], [0.10, 0.03, -0.02], [-0.04, 0.03, 0.15], [-0.03, -0.01, -0.03], [-0.01, 0.00, 0.01], [-0.02, 0.01, 0.01], [0.00, 0.00, 0.00], [0.00, 0.00, 0.00], [0.00, 0.00, 0.00], [-0.25, -0.48, -1.19], [-0.02, -0.25, -0.05], [0.05, -0.04, 0.04], [0.01, 0.03, -0.01], [-0.02, 0.01, 0.00], [-0.01, 0.00, 0.00], [-0.04, -0.15, -0.16], [0.24, -0.05, -0.38], [0.01, -0.01, 0.00], [0.00, 0.00, 0.00], [0.00, 0.00, 0.00], [0.01, 0.00, 0.00], [0.08, -0.05, 0.06], [0.07, -0.01, -0.06], [0.00, -0.04, 0.12], [-0.05, 0.05, -0.05], [0.04, -0.02, 0.03], [-0.02, 0.01, -0.02], [0.02, -0.11, 0.07], [-0.01, 0.06, -0.04], [0.00, 0.04, -0.05], [-0.01, 0.00, 0.01], [0.00, 0.01, 0.01]],
  "mulliken_charge": [1.318, -0.932, -0.501, -0.725, -0.705, 0.202, -0.640, -0.731, -0.070, -0.922, 0.336, 0.399, 0.359, 0.548, 0.317, 0.264, 0.507, 0.320, 0.381, 0.525, 0.294, 0.348, 0.342, 0.264, -0.715, 0.522, -0.116, -0.879, -0.200, -0.713, 0.361, -0.251, 0.515, 0.458, 0.441, 0.494, -0.172, 0.853, -0.450, 0.502, -0.232, -0.441, 0.011, -0.435, -1.151, 0.475, 0.628],
  "e_lumo_ev": -4.645,
  "total_energy_ev": -63899.2841,
  "orbital_gap_ev": 6.83,
  "total_charge": 1,
  "homo_ev": -11.48
}


Entry 4:
{
  "formula": "C4H12",
  "method": "ωB97M-V with the def2-TZVPD basis set",
  "elements": ["C", "C", "H", "H", "H", "H", "H", "H", "C", "C", "H", "H", "H", "H", "H", "H"],
  "xyz": [[0.5253, 1.5961, -0.1042], [1.1326, 2.2435, 1.0923], [1.0535, 1.4854, -1.1244], [0.1712, 0.5847, 0.2074], [-0.2760, 2.3864, -0.3300], [1.6530, 3.1719, 1.0321], [0.3521, 2.6730, 1.9127], [1.6832, 1.4555, 1.6625], [-0.1398, -2.3271, -0.9566], [-1.3490, -1.5789, -0.1455], [0.8973, -1.8584, -0.5841], [-0.3632, -3.2611, -0.7094], [-0.3241, -2.2593, -2.0974], [-2.2959, -2.1503, -0.3343], [-1.6840, -0.4842, -0.4627], [-1.0363, -1.6772, 0.9414]],
  "atomic_forces_ev_per_a": [[-1.65, 1.19, -1.83], [-0.46, -0.28, 3.79], [-0.03, 0.26, 1.99], [-0.26, 1.05, -0.59], [0.21, -1.91, -0.26], [1.15, 0.31, -0.88], [0.96, -1.60, -1.99], [0.17, 1.06, -0.22], [-0.12, 6.38, -1.09], [-0.01, 0.53, -0.83], [-2.28, -1.50, -1.14], [0.21, -4.29, 1.18], [0.71, 0.23, 1.83], [0.88, 0.20, 0.42], [1.36, -2.16, 0.81], [-0.82, 0.53, -1.19]],
  "mulliken_charge": [-0.346, -0.975, 0.286, -0.073, 0.221, 0.360, 0.221, 0.268, -0.740, -0.854, 0.233, 0.349, 0.221, 0.343, 0.226, 0.260],
  "e_lumo_ev": 1.091,
  "smiles": "CC.CC",
  "total_energy_ev": -4340.5707,
  "orbital_gap_ev": 11.79,
  "homo_ev": -10.70
}


Asked for relative energy (zero: lowest compared OMol25 entry of this formula, charge and spin) across the records above, the calculation gives 0.0 4.4 11.7 45.1 kcal/mol in order.
Asked for M across the records above, the calculation gives 598.2 800.5 598.4 60.1 g mol⁻¹ in order.